(1)
C4H12N2O2 | ωB97M-V/def2-TZVPD

The value obtained for the energy is -419.59779 Ha. Its SMILES is CC(C)NC(N)=O.O. Its energy relative to the best compared isomer or geometry (same formula, charge and spin) is 31.8 kcal/mol. As for the spin multiplicity: 1. The HOMO-LUMO gap comes out at 10.1 eV. The lowest unoccupied orbital energy comes out at 0.68 eV. The total charge is 0.

```
20
Properties=species:S:1:pos:R:3:nbo_charge:R:1
C -0.702 -1.654 -0.856 -0.633
C 0.776 -1.267 -0.645 -0.032
C 1.101 -1.223 0.844 -0.633
N 0.952 0.113 -1.181 -0.653
C 0.057 1.090 -1.531 0.785
N 0.494 2.018 -2.482 -0.868
O -1.127 1.102 -1.248 -0.649
H -0.954 -2.620 -0.432 0.209
H -1.337 -0.855 -0.490 0.253
H -0.908 -1.630 -1.928 0.210
H 1.325 -1.894 -1.345 0.201
H 0.526 -1.906 1.472 0.220
H 0.625 -0.320 1.193 0.222
H 2.158 -1.156 1.081 0.212
H 1.918 0.396 -1.239 0.377
H -0.197 2.142 -3.197 0.405
H 1.465 2.082 -2.728 0.374
H -1.588 0.927 5.987 0.471
H -1.428 0.077 4.698 0.471
O -1.305 0.073 5.647 -0.943
```


(2)
C3H10NO | ωB97M-V/def2-TZVPD

The value obtained for the energy is -250.26288 Ha. Its energy relative to the best compared isomer or geometry (same formula, charge and spin) is 17.9 kcal/mol. As for the spin multiplicity: 1. The HOMO-LUMO gap comes out at 7.2 eV. The lowest unoccupied orbital energy comes out at 4.43 eV. The total charge is -1.

```
15
Properties=species:S:1:pos:R:3:nbo_charge:R:1
C 1.867 0.547 -0.438 -0.440
N 1.702 -0.614 -1.294 -0.704
C 0.353 -1.321 -0.930 0.131
O -0.698 -0.484 -0.833 -0.947
H 0.853 1.179 -0.387 0.194
H 2.755 1.184 -0.699 0.161
H 1.987 0.188 0.603 0.167
H 1.524 -0.269 -2.232 0.321
H 0.653 -1.873 -0.013 0.068
H 0.282 -2.081 -1.770 0.070
C -2.217 0.722 1.619 -0.888
H -1.496 0.298 0.905 0.308
H -2.190 0.248 2.596 0.181
H -3.181 0.478 1.138 0.196
H -2.194 1.799 1.736 0.183
```


(3)
C3H4N2O | ωB97M-V/def2-TZVPD

The value obtained for the energy is -301.35761 Ha. Its SMILES is C=CN1NC1=O. Its energy relative to the best compared isomer or geometry (same formula, charge and spin) is 81.3 kcal/mol. As for the spin multiplicity: 1. The HOMO-LUMO gap comes out at 9.9 eV. The lowest unoccupied orbital energy comes out at 0.79 eV. The total charge is 0.

```
10
Properties=species:S:1:pos:R:3:nbo_charge:R:1
C -0.639 -0.753 0.000 -0.018
C 1.848 0.029 0.009 0.804
C -1.796 -0.137 0.214 -0.456
N 0.556 -0.135 -0.298 -0.324
N 1.086 1.198 0.104 -0.491
O 2.918 -0.454 0.078 -0.516
H -0.556 -1.832 -0.050 0.219
H -1.852 0.936 0.267 0.206
H -2.703 -0.694 0.360 0.215
H 1.139 1.842 -0.685 0.362
```


(4)
C4H16N2O2 | ωB97M-V/def2-TZVPD

The value obtained for the energy is -421.29242 Ha. Its energy relative to the best compared isomer or geometry (same formula, charge and spin) is 78.6 kcal/mol. As for the spin multiplicity: 1. The HOMO-LUMO gap comes out at 10.4 eV. The lowest unoccupied orbital energy comes out at -8.02 eV. The total charge is +2.

```
24
Properties=species:S:1:pos:R:3:nbo_charge:R:1
C 0.656 0.803 -0.871 -0.225
C 0.286 -0.073 0.292 -0.494
C -0.779 -0.920 -0.368 -0.249
C -2.134 -2.154 1.282 0.148
N -0.989 -2.049 0.631 -0.412
N 1.581 1.965 -0.443 -0.709
H 1.058 0.407 -1.910 0.269
H -0.307 1.367 -1.263 0.229
H 1.270 -0.570 0.665 0.276
H -0.084 0.620 1.161 0.256
H -1.733 -0.483 -0.539 0.276
H -0.313 -1.130 -1.571 0.254
H -3.017 -1.480 0.926 0.268
H -2.207 -2.943 1.988 0.250
H -0.113 -2.565 0.748 0.457
H 2.519 1.793 -0.067 0.472
H 1.260 2.761 0.141 0.453
H 1.784 2.463 -1.340 0.447
H 3.898 1.050 1.760 0.491
H 4.191 -0.090 1.079 0.493
O 3.428 0.402 1.227 -0.965
H -2.089 1.080 -1.985 0.461
H -3.594 1.484 -1.703 0.526
O -2.782 0.958 -1.405 -0.970
```


(5)
C4H11NS | ωB97M-V/def2-TZVPD

The value obtained for the energy is -611.87507 Ha. Its SMILES is CCCS.C=N. Its energy relative to the best compared isomer or geometry (same formula, charge and spin) is 42.1 kcal/mol. As for the spin multiplicity: 1. The HOMO-LUMO gap comes out at 9.4 eV. The lowest unoccupied orbital energy comes out at 0.82 eV. The total charge is 0.

```
17
Properties=species:S:1:pos:R:3:nbo_charge:R:1
C -0.518 2.575 0.568 -0.627
C -1.616 1.812 -0.218 -0.408
C -1.358 0.248 -0.305 -0.497
S 0.195 -0.115 -1.230 -0.127
H 0.023 1.958 1.334 0.210
H -0.881 3.528 1.018 0.212
H 0.253 2.834 -0.118 0.217
H -2.661 2.011 0.154 0.205
H -1.603 2.178 -1.258 0.203
H -2.137 -0.227 -0.932 0.225
H -1.307 -0.148 0.736 0.222
C 1.974 -2.729 0.941 -0.054
N 1.141 -1.832 1.427 -0.609
H 2.810 -2.263 0.421 0.168
H 1.946 -3.783 1.158 0.166
H 0.299 -2.251 1.815 0.334
H 1.254 -0.609 -0.560 0.160
```


(6)
C3H4N2O | ωB97M-V/def2-TZVPD

The value obtained for the energy is -301.48235 Ha. Its SMILES is N#CCC(N)=O. Its energy relative to the best compared isomer or geometry (same formula, charge and spin) is 3.1 kcal/mol. As for the spin multiplicity: 1. The HOMO-LUMO gap comes out at 11.2 eV. The lowest unoccupied orbital energy comes out at 0.70 eV. The total charge is 0.

```
10
Properties=species:S:1:pos:R:3:nbo_charge:R:1
N 0.388 0.488 1.313 -0.816
C -0.151 0.912 0.146 0.684
O -0.508 2.052 -0.072 -0.597
C -0.297 -0.141 -0.966 -0.617
C 0.065 -1.507 -0.595 0.273
N 0.363 -2.571 -0.250 -0.315
H 0.496 1.163 2.054 0.413
H 0.664 -0.468 1.475 0.414
H -1.339 -0.116 -1.297 0.281
H 0.319 0.189 -1.808 0.280
```